# 1
{"formula": "C5H4F6N2O", "method": "ωB97M-V with the def2-TZVPD basis set", "e_above_lowest_kj_mol": 522.7, "homo_energy_ev": -7.68, "spin_multiplicity": 1, "orbital_gap_ev": 8.24, "lumo_ev": 0.559, "symbols": ["C", "C", "C", "C", "C", "N", "N", "O", "F", "F", "F", "F", "F", "F", "H", "H", "H", "H"], "xyz": [[-1.82, -0.19, 3.25], [-1.03, 0.71, 3.17], [0.16, -1.43, 0.60], [0.42, 0.60, -0.66], [-0.09, 1.81, 3.21], [-1.62, -0.38, -0.58], [-0.38, -0.51, -0.15], [-0.39, -2.51, 1.16], [-2.66, -1.13, 3.30], [1.46, -1.33, 0.91], [-0.54, 2.90, 2.56], [0.17, 2.18, 4.47], [1.09, 1.50, 2.64], [-2.42, -1.43, -0.07], [-0.06, 1.53, -0.39], [1.43, 0.56, -0.25], [0.45, 0.53, -1.75], [-1.30, -2.67, 0.83]], "lowdin_charge": [-0.08, 0.13, -0.38, 0.01, -0.65, 0.01, -0.16, 0.14, 0.19, 0.12, 0.14, 0.15, 0.14, -0.15, 0.10, 0.09, 0.10, 0.11]}



# 2
{"formula": "C53H51CsI2N5O2PS3Si2Te", "method": "ωB97M-V with the def2-TZVPD basis set", "charge": -2, "e_above_lowest_kj_mol": 3.2, "homo_energy_ev": -0.56, "spin_multiplicity": 1, "orbital_gap_ev": 3.74, "lumo_ev": 3.177, "symbols": ["Cs", "N", "C", "C", "C", "C", "C", "C", "N", "C", "C", "C", "S", "C", "N", "H", "H", "H", "H", "H", "H", "H", "I", "C", "C", "C", "I", "C", "C", "C", "C", "N", "C", "C", "O", "H", "H", "H", "H", "O", "C", "C", "C", "C", "C", "C", "C", "P", "C", "C", "C", "C", "C", "C", "C", "C", "C", "C", "C", "C", "H", "H", "H", "H", "H", "H", "H", "H", "H", "H", "H", "H", "H", "H", "S", "C", "N", "C", "C", "C", "C", "C", "C", "S", "H", "H", "H", "H", "C", "Si", "C", "C", "C", "Te", "C", "Si", "C", "C", "C", "H", "H", "H", "H", "H", "H", "H", "H", "H", "H", "H", "H", "H", "H", "H", "H", "H", "H", "H", "H", "H", "H"], "xyz": [[0.13, 0.99, -0.12], [-5.04, -0.51, 0.77], [-5.37, 0.18, -0.38], [-6.55, 0.29, -1.12], [-6.50, 1.10, -2.24], [-5.33, 1.79, -2.60], [-4.17, 1.68, -1.87], [-4.20, 0.85, -0.75], [-3.18, 0.55, 0.15], [-3.72, -0.25, 1.02], [-3.04, -0.79, 2.20], [-3.65, -1.16, 3.36], [-2.47, -1.60, 4.51], [-1.25, -1.35, 3.33], [-1.67, -0.92, 2.19], [-5.61, -1.18, 1.26], [-7.45, -0.23, -0.84], [-7.39, 1.21, -2.85], [-5.34, 2.41, -3.49], [-3.26, 2.20, -2.13], [-4.70, -1.09, 3.61], [-0.20, -1.50, 3.55], [-2.33, 3.84, -4.68], [-2.16, 1.76, -4.68], [-2.73, 1.03, -5.72], [-2.66, -0.34, -5.74], [-3.54, -1.35, -7.36], [-2.02, -1.05, -4.69], [-1.91, -2.45, -4.62], [-1.30, -3.04, -3.54], [-0.78, -2.21, -2.53], [-0.84, -0.91, -2.58], [-1.44, -0.30, -3.63], [-1.48, 1.17, -3.58], [-0.97, 1.82, -2.64], [-3.23, 1.55, -6.52], [-2.32, -3.06, -5.41], [-1.20, -4.11, -3.47], [-0.29, -2.64, -1.66], [1.26, -0.04, 2.55], [1.08, 0.74, 3.44], [0.75, 1.39, 4.54], [1.56, 1.21, 5.76], [1.43, 2.06, 6.80], [0.50, 3.14, 6.81], [-0.37, 3.25, 5.73], [-0.35, 2.39, 4.63], [-1.48, 2.47, 3.27], [-0.78, 3.71, 2.10], [-1.42, 3.93, 0.87], [-0.81, 4.67, -0.13], [0.47, 5.18, 0.07], [1.11, 4.97, 1.28], [0.49, 4.25, 2.29], [-2.93, 3.36, 3.97], [-3.26, 4.69, 3.68], [-4.40, 5.27, 4.22], [-5.22, 4.55, 5.07], [-4.89, 3.23, 5.38], [-3.77, 2.65, 4.82], [2.28, 0.41, 5.79], [2.06, 1.90, 7.68], [0.41, 3.81, 7.66], [-1.14, 4.01, 5.76], [-2.38, 3.46, 0.68], [-1.30, 4.78, -1.09], [0.97, 5.71, -0.73], [2.12, 5.34, 1.43], [1.00, 4.05, 3.23], [-2.62, 5.26, 3.02], [-4.64, 6.30, 3.98], [-6.10, 5.01, 5.50], [-5.53, 2.66, 6.05], [-3.51, 1.62, 5.06], [3.73, 2.04, 0.35], [3.62, 1.53, -1.25], [2.93, 0.52, -1.74], [3.03, 0.43, -3.11], [2.34, -0.49, -3.90], [2.52, -0.48, -5.28], [3.38, 0.44, -5.88], [4.05, 1.38, -5.11], [3.87, 1.37, -3.73], [4.51, 2.43, -2.52], [1.65, -1.18, -3.43], [1.97, -1.19, -5.89], [3.50, 0.44, -6.96], [4.70, 2.11, -5.58], [1.23, -5.32, -1.15], [1.23, -4.91, 0.68], [1.29, -6.55, 1.61], [-0.36, -4.04, 1.15], [2.70, -3.87, 1.16], [2.78, -1.95, 0.14], [3.88, -2.76, -1.52], [5.72, -2.47, -1.38], [6.55, -3.25, -2.88], [6.38, -3.31, 0.16], [6.11, -0.65, -1.34], [0.33, -5.89, -1.40], [2.09, -5.94, -1.41], [1.26, -4.43, -1.76], [0.42, -7.17, 1.37], [1.29, -6.38, 2.69], [2.19, -7.11, 1.36], [-1.22, -4.56, 0.73], [-0.38, -3.01, 0.78], [-0.48, -4.00, 2.23], [3.66, -4.38, 0.99], [2.66, -3.63, 2.23], [3.49, -2.27, -2.42], [3.63, -3.82, -1.59], [6.35, -4.32, -2.94], [7.63, -3.11, -2.86], [6.17, -2.79, -3.80], [6.22, -4.39, 0.15], [5.90, -2.90, 1.05], [7.46, -3.14, 0.26], [5.80, -0.17, -2.26], [7.19, -0.49, -1.22], [5.59, -0.15, -0.52]], "lowdin_charge": [0.82, 0.16, -0.19, -0.04, -0.11, -0.08, 0.00, -0.20, 0.17, -0.27, -0.34, -0.37, 1.01, -0.48, 0.05, 0.15, 0.10, 0.09, 0.09, 0.07, 0.07, 0.08, 0.86, -0.66, -0.26, -0.69, 0.81, -0.22, -0.07, -0.06, -0.16, 0.09, -0.14, -0.52, -0.25, 0.07, 0.05, 0.09, 0.07, -0.11, -0.23, -0.25, -0.09, -0.17, -0.17, -0.16, -0.39, 1.08, -0.41, -0.18, -0.10, -0.09, -0.09, -0.08, -0.36, -0.08, -0.10, -0.12, -0.11, -0.11, 0.09, 0.08, 0.06, 0.09, 0.10, 0.10, 0.10, 0.10, 0.11, 0.10, 0.09, 0.09, 0.09, 0.09, 0.43, -1.24, -0.09, -0.34, -0.04, -0.10, -0.12, -0.11, -0.50, 0.95, 0.09, 0.10, 0.09, 0.10, -0.19, 0.37, -0.20, -0.18, -0.59, 1.23, -0.57, 0.38, -0.19, -0.20, -0.18, 0.03, 0.03, 0.01, 0.02, 0.02, 0.02, 0.03, 0.00, 0.03, -0.01, 0.00, -0.02, 0.00, 0.02, 0.02, 0.03, 0.02, 0.02, 0.02, 0.02, 0.04, 0.01]}



Question: Number 1 is which compound?
Answer: C5H4F6N2O